Record 1
{"formula": "C5H5N", "method": "wB97M-V/def2-TZVPD", "homo_energy_ev": -9.9, "spin_multiplicity": 1, "homo_lumo_gap_ev": 9.7, "e_lumo_ev": -0.134, "de_lowest_ev": 4.638, "symbols": ["C", "C", "C", "C", "C", "N", "H", "H", "H", "H", "H"], "xyz": [[-0.0764, 0.7201, 1.4891], [0.6244, -0.3540, 0.6476], [0.1858, -0.3555, -0.7514], [-0.1728, -0.3305, -1.9076], [-0.5003, -0.2413, -3.3675], [-1.4573, -0.8486, -2.9607], [-1.1597, 0.5643, 1.4929], [0.1228, 1.7185, 1.0874], [0.2825, 0.6835, 2.5234], [0.4388, -1.3494, 1.0710], [1.7121, -0.2071, 0.6757]], "nbo_charge": [-0.59, -0.48, 0.10, -0.10, 0.14, -0.18, 0.21, 0.21, 0.21, 0.24, 0.24]}

***

Record 2
{"formula": "C4H5NOS", "method": "wB97M-V/def2-TZVPD", "homo_energy_ev": -8.4, "spin_multiplicity": 1, "homo_lumo_gap_ev": 9.1, "e_lumo_ev": 0.733, "de_lowest_ev": 0.103, "symbols": ["C", "C", "C", "C", "H", "H", "H", "H", "H", "N", "O", "S"], "xyz": [[0.6234, -0.8577, 0.8090], [1.3343, 0.4425, 0.4464], [-0.7082, 0.8605, -1.2666], [-1.3095, -0.0732, -0.5322], [2.4108, 0.2774, 0.5955], [0.9510, 1.2524, 1.1009], [-1.2532, 1.6129, -1.8680], [-2.3701, -0.0589, -0.4880], [-1.1731, -1.7093, 0.6959], [-0.6529, -0.9534, 0.3017], [1.0989, -1.7411, 1.4810], [1.0487, 0.9480, -1.2757]], "nbo_charge": [0.68, -0.64, -0.44, -0.03, 0.26, 0.24, 0.24, 0.21, 0.41, -0.62, -0.58, 0.26]}

***

Record 3
{"formula": "C6H10S", "method": "wB97M-V/def2-TZVPD", "homo_energy_ev": -8.4, "spin_multiplicity": 1, "homo_lumo_gap_ev": 9.3, "e_lumo_ev": 0.899, "de_lowest_ev": 2.433, "symbols": ["C", "C", "C", "C", "C", "C", "S", "H", "H", "H", "H", "H", "H", "H", "H", "H", "H"], "xyz": [[-0.8674, 1.1879, 0.6020], [-0.2321, 1.6014, -0.4886], [-0.1793, 0.0663, 1.3160], [0.8922, 0.6609, -0.8935], [0.1987, -1.6129, -0.3847], [0.9002, -0.3814, 0.2266], [-1.5210, -1.3644, -0.9176], [-1.7043, 1.6201, 0.9695], [-0.3972, 2.2776, -1.2691], [0.2648, 0.6122, 2.1901], [-0.9243, -0.5950, 1.7264], [0.7717, 0.1390, -1.8767], [1.8147, 1.3028, -1.0371], [0.9319, -1.8453, -1.2463], [0.1944, -2.5863, 0.3274], [1.8871, -0.4134, 0.5952], [-2.0305, -0.6695, 0.1607]], "nbo_charge": [-0.20, -0.18, -0.45, -0.44, -0.54, -0.25, -0.03, 0.20, 0.21, 0.22, 0.21, 0.21, 0.21, 0.24, 0.22, 0.23, 0.13]}

***

Record 4
{"formula": "C4H13N2", "method": "wB97M-V/def2-TZVPD", "homo_energy_ev": -13.0, "spin_multiplicity": 1, "charge": 1, "homo_lumo_gap_ev": 9.3, "e_lumo_ev": -3.643, "de_lowest_ev": 1.149, "symbols": ["N", "C", "C", "C", "N", "C", "H", "H", "H", "H", "H", "H", "H", "H", "H", "H", "H", "H", "H"], "xyz": [[0.9112, -1.8691, -0.4961], [0.3458, -0.6426, 0.1979], [1.3923, -0.0450, 1.1268], [-0.1138, 0.2917, -0.9223], [-0.6471, 1.5223, -0.3762], [-1.9233, 1.3909, 0.3185], [0.1825, -2.3613, -1.0184], [1.3178, -2.5347, 0.1634], [1.6436, -1.6099, -1.1617], [-0.5031, -1.0381, 0.7506], [1.4531, 1.0251, 0.9369], [1.1363, -0.2128, 2.1661], [2.3937, -0.4629, 0.9725], [-0.8384, -0.2653, -1.5474], [0.7519, 0.5470, -1.5331], [-0.7396, 2.1852, -1.1357], [-2.7111, 0.9652, -0.2997], [-2.2243, 2.3723, 0.6655], [-1.8276, 0.7419, 1.1927]], "nbo_charge": [-0.67, -0.04, -0.66, -0.24, -0.61, -0.42, 0.44, 0.45, 0.44, 0.22, 0.27, 0.25, 0.22, 0.17, 0.21, 0.38, 0.18, 0.23, 0.18]}